1.
{
  "formula": "C18H28ClF9N3O6",
  "method": "ωB97M-V with the def2-TZVPD basis set",
  "elements": ["N", "C", "N", "C", "C", "N", "C", "C", "C", "Cl", "H", "H", "H", "H", "H", "H", "H", "H", "H", "H", "H", "H", "H", "C", "C", "O", "C", "O", "C", "F", "F", "F", "H", "H", "H", "H", "H", "C", "C", "O", "C", "O", "C", "F", "F", "F", "H", "H", "H", "H", "H", "C", "C", "O", "C", "O", "C", "F", "F", "F", "H", "H", "H", "H", "H"],
  "positions_angstrom": [[4.74590, -3.51761, 3.71493], [4.12360, -2.38314, 3.43389], [4.86871, -1.27953, 3.03706], [3.90433, -0.61748, 2.10216], [2.61131, -0.82694, 2.86170], [2.79931, -2.22284, 3.40581], [2.01810, -3.33540, 2.77766], [0.54590, -3.00506, 2.60708], [-0.11835, -2.42081, 3.85596], [-1.43671, -3.45161, 4.48137], [4.37551, -4.17856, 4.38029], [5.61007, -3.73175, 3.24176], [5.09116, -0.68443, 3.83352], [4.16100, 0.41804, 1.89978], [3.91827, -1.21202, 1.18667], [1.66260, -0.67794, 2.35526], [2.61101, -0.15524, 3.72580], [2.46730, -3.57825, 1.81224], [2.11834, -4.20869, 3.42288], [0.05226, -3.94615, 2.36070], [0.39762, -2.34534, 1.75042], [-0.59434, -1.46950, 3.62044], [0.57593, -2.28348, 4.68414], [-2.84496, -0.37189, 3.51284], [-2.91842, -0.94652, 2.11831], [-2.83898, 0.09079, 1.10647], [-1.61555, 0.49215, 0.82978], [-0.58653, 0.09860, 1.31119], [-1.64076, 1.55674, -0.29785], [-2.59586, 2.46268, -0.09343], [-1.87301, 0.94184, -1.46635], [-0.46743, 2.17758, -0.36952], [-3.64404, 0.34328, 3.69898], [-2.89927, -1.20359, 4.21091], [-1.89111, 0.13368, 3.67133], [-3.86244, -1.45272, 1.93718], [-2.10778, -1.65062, 1.92943], [0.52279, 0.56057, -1.47304], [0.51963, -0.45814, -2.58790], [1.62422, -1.40040, -2.44679], [1.43923, -2.39327, -1.60961], [0.48559, -2.61945, -0.91795], [2.67483, -3.33756, -1.60898], [3.81776, -2.64629, -1.51411], [2.71224, -4.08628, -2.70397], [2.58787, -4.14151, -0.54137], [1.47933, 1.08250, -1.43523], [-0.26429, 1.29359, -1.64885], [0.33709, 0.08810, -0.50817], [0.68961, 0.00109, -3.55759], [-0.41212, -1.02014, -2.62496], [-2.02820, 3.80131, -3.32150], [-3.29382, 4.61903, -3.42870], [-3.25965, 5.48518, -4.58838], [-3.58025, 4.91728, -5.73988], [-3.89210, 3.77898, -5.93107], [-3.54093, 5.97242, -6.87575], [-2.44924, 6.73830, -6.79308], [-4.61807, 6.76391, -6.78531], [-3.55128, 5.37420, -8.05999], [-1.15270, 4.45058, -3.30305], [-2.05092, 3.21431, -2.40443], [-1.93376, 3.11772, -4.16439], [-3.40710, 5.29947, -2.58831], [-4.17839, 3.98623, -3.48842]],
  "lowdin_charge": [0.256, -0.378, 0.098, -0.107, -0.076, 0.016, -0.115, -0.235, -0.565, 0.613, 0.141, 0.144, 0.157, 0.135, 0.124, 0.110, 0.136, 0.119, 0.129, 0.113, 0.082, 0.027, 0.075, -0.068, -0.170, 0.068, -0.371, 0.123, -0.545, 0.194, 0.138, 0.110, 0.093, 0.047, 0.074, 0.138, 0.107, -0.064, -0.133, 0.051, -0.407, 0.153, -0.545, 0.160, 0.194, 0.142, 0.112, 0.058, 0.063, 0.133, 0.129, -0.049, -0.181, 0.035, -0.401, 0.169, -0.550, 0.168, 0.169, 0.178, 0.092, 0.044, 0.086, 0.128, 0.128],
  "energy_ev": -72848.5489,
  "e_lumo_ev": -3.447,
  "total_charge": 1,
  "gap_ev": 9.18
}

---

2.
{
  "formula": "C18H28ClGdIN3OP2",
  "method": "ωB97M-V with the def2-TZVPD basis set",
  "elements": ["C", "C", "H", "H", "H", "O", "I", "Gd", "P", "C", "C", "H", "H", "H", "H", "H", "H", "C", "H", "H", "H", "P", "C", "C", "H", "H", "H", "C", "H", "H", "H", "H", "H", "H", "Cl", "N", "C", "C", "C", "C", "C", "C", "C", "N", "C", "C", "N", "C", "H", "H", "H", "H", "H", "H", "H"],
  "positions_angstrom": [[0.10206, 0.56034, -5.11028], [-0.14760, 0.17508, -3.73300], [0.16686, 1.65891, -5.18937], [-0.71173, 0.15768, -5.74223], [1.06506, 0.14895, -5.46878], [0.11749, 0.84541, -2.71016], [-0.39519, -3.77865, -0.47303], [0.39704, -0.80265, -1.00360], [3.03500, -0.76527, -1.94813], [4.15510, 0.28382, -0.92547], [3.73183, -2.45151, -1.65429], [4.79020, -2.47437, -1.96231], [4.66200, -0.46544, -3.64102], [3.13626, -3.14909, -2.26146], [3.12718, -1.02175, -4.39084], [4.03417, 0.08995, 0.15569], [3.63812, -2.74940, -0.59491], [3.56630, -0.34972, -3.64049], [5.19345, 0.13662, -1.26321], [3.29915, 0.68638, -3.90603], [3.87383, 1.33280, -1.09683], [-2.53752, -0.79413, -1.91931], [-3.56594, 0.21737, -0.77993], [-3.26996, -0.24460, -3.50925], [-2.90775, -3.11688, -2.40685], [-4.46706, -2.34516, -1.95727], [-3.25364, -2.82835, -0.70295], [-3.39693, -2.42343, -1.71521], [-2.91728, -0.87119, -4.34088], [-4.36598, -0.33577, -3.42886], [-4.63680, 0.09312, -0.99063], [-3.30389, 1.27528, -0.89244], [-3.00796, 0.80312, -3.72466], [-3.34616, -0.07545, 0.25365], [0.38854, -1.83724, -3.50748], [-2.14647, 1.78523, 9.12506], [-1.80172, 1.73055, 8.01095], [-1.29010, 1.72813, 6.65289], [-2.16614, 1.90086, 5.55188], [-1.66540, 1.77954, 4.23669], [-0.27709, 1.58443, 4.08605], [0.60511, 1.55258, 5.16261], [0.09039, 1.60549, 6.44517], [0.22831, 1.13041, 2.86968], [1.44026, 0.43746, 2.68056], [1.37887, -0.06564, 1.42432], [0.20617, 0.39791, 0.80811], [-0.48374, 1.06534, 1.72920], [-3.23225, 2.09705, 5.74243], [-2.38988, 1.77026, 3.40447], [1.65946, 1.36857, 4.97835], [0.78522, 1.51853, 7.28430], [2.18287, 0.24382, 3.43426], [2.10954, -0.69542, 0.89987], [-1.48162, 1.48009, 1.65501]],
  "lowdin_spin": [0.041, 0.231, 0.001, 0.004, 0.008, 0.087, 0.789, 5.765, -0.002, -0.002, -0.001, 0.000, -0.001, 0.000, 0.001, 0.000, 0.000, -0.002, 0.000, 0.000, 0.000, 0.020, 0.005, 0.005, 0.007, 0.000, 0.005, 0.018, 0.001, 0.000, 0.001, 0.000, 0.001, 0.000, 0.014, 0.000, 0.000, 0.000, 0.000, 0.000, 0.000, 0.000, 0.000, -0.001, 0.000, 0.007, -0.009, 0.003, 0.000, 0.000, 0.000, 0.000, 0.000, 0.003, 0.000],
  "multiplicity": 8,
  "energy_ev": -85654.8117,
  "e_lumo_ev": [-8.171, -9.636],
  "total_charge": 2,
  "gap_ev": [4.27, 4.51]
}

---

3.
{
  "formula": "C18H28CuN4O4SV",
  "method": "ωB97M-V with the def2-TZVPD basis set",
  "elements": ["N", "C", "O", "Cu", "V", "N", "N", "C", "C", "C", "C", "C", "C", "C", "C", "H", "H", "H", "H", "H", "H", "H", "H", "H", "H", "H", "H", "H", "H", "H", "H", "H", "H", "C", "H", "H", "H", "C", "H", "H", "H", "O", "S", "O", "N", "C", "O", "C", "C", "C", "C", "C", "C", "H", "H", "H", "H"],
  "positions_angstrom": [[-0.56318, 1.71367, -0.25326], [-1.71317, 2.22323, 0.02868], [-2.41197, 3.16458, -0.42093], [0.67467, 2.87536, -1.11158], [0.15857, 0.10355, -0.01190], [1.25921, 0.36264, 1.44130], [1.07321, -0.32901, -1.58955], [0.86166, 1.39018, 2.47953], [0.42582, -0.64672, -2.88872], [1.19201, 2.76049, 1.89493], [1.66368, 1.20801, 3.76443], [-0.63839, 1.27868, 2.79174], [1.40447, -0.44104, -4.03752], [-0.08233, -2.08620, -2.92498], [-0.75393, 0.32922, -3.10741], [2.24706, 2.79856, 1.60766], [1.01210, 3.54566, 2.63928], [0.52893, 3.05660, 1.05054], [1.45393, 0.24407, 4.25320], [1.44054, 2.02541, 4.46446], [2.74140, 1.27306, 3.56007], [-1.30152, 1.50785, 1.93283], [-0.89609, 2.02193, 3.56141], [-0.88216, 0.25936, 3.13542], [1.64516, 0.62233, -4.06312], [0.90748, -0.63617, -4.99337], [2.28588, -1.10219, -3.97255], [0.71495, -2.76983, -2.60001], [-0.43677, -2.33145, -3.94286], [-0.90088, -2.23105, -2.21293], [-1.62081, 0.02743, -2.47750], [-1.03072, 0.31031, -4.17841], [-0.39724, 1.36897, -2.91132], [2.51782, -0.38718, -1.44746], [2.77502, 0.13843, -0.53321], [2.83548, -1.42687, -1.32985], [3.11572, 0.04016, -2.24217], [1.90806, -0.90668, 1.82889], [1.65766, -1.19768, 2.85768], [1.58397, -1.68030, 1.10800], [3.02573, -0.87748, 1.82855], [-3.81879, -1.59596, -2.65545], [-3.96647, -0.80463, -1.44874], [-4.72820, 0.42828, -1.34210], [-2.46871, -0.49846, -0.80190], [-2.18777, -1.26248, 0.24528], [-1.03765, -1.18700, 0.81318], [-3.25812, -2.11840, 0.71283], [-3.32339, -2.92400, 1.85650], [-4.52498, -3.58274, 2.10238], [-5.65028, -3.40154, 1.22707], [-5.56756, -2.56918, 0.10055], [-4.34808, -1.92764, -0.11547], [-2.42457, -2.98901, 2.46058], [-4.60104, -4.24455, 2.97216], [-6.55719, -3.95023, 1.49686], [-6.45258, -2.44948, -0.52952]],
  "lowdin_charge": [-0.164, -0.154, 0.206, 0.696, 1.066, -0.118, -0.109, -0.583, -0.611, -0.034, -0.023, -0.009, -0.039, -0.002, -0.031, 0.105, 0.117, 0.040, 0.097, 0.115, 0.109, 0.048, 0.122, 0.109, 0.093, 0.110, 0.106, 0.100, 0.122, 0.072, 0.041, 0.119, 0.069, -0.089, 0.064, 0.118, 0.100, -0.059, 0.104, 0.092, 0.128, -0.256, 0.708, -0.261, -0.074, -0.450, -0.074, -0.148, 0.015, -0.019, -0.003, 0.003, -0.196, 0.123, 0.123, 0.125, 0.139],
  "energy_ev": -114413.1166,
  "e_lumo_ev": [-9.238, -9.224],
  "total_charge": 2,
  "gap_ev": [5.55, 5.57]
}

---

4.
{
  "formula": "C18H28LiN4NbO3S2",
  "method": "ωB97M-V with the def2-TZVPD basis set",
  "elements": ["N", "C", "O", "Li", "Nb", "N", "N", "C", "C", "C", "C", "C", "C", "C", "C", "H", "H", "H", "H", "H", "H", "H", "H", "H", "H", "H", "H", "H", "H", "H", "H", "H", "H", "C", "H", "H", "H", "C", "H", "H", "H", "O", "S", "O", "N", "C", "S", "C", "C", "C", "C", "C", "C", "H", "H", "H", "H"],
  "positions_angstrom": [[-0.02814, -0.44099, -1.63850], [0.56782, -0.48971, -2.70022], [1.52466, -0.54392, -3.42576], [2.08415, -0.61425, -0.96067], [-0.49365, 0.36850, 0.23305], [-0.79759, -1.55780, 0.63485], [-2.13668, 1.15541, -0.43856], [-1.35930, -2.87663, 0.30712], [-2.91258, 1.41406, -1.65567], [-0.93387, -3.90600, 1.36026], [-2.89101, -2.80588, 0.31106], [-0.86123, -3.32832, -1.06530], [-2.12501, 2.39892, -2.52155], [-4.27551, 2.02109, -1.31245], [-3.08471, 0.09500, -2.40554], [0.15659, -3.91125, 1.47244], [-1.26130, -4.90487, 1.04047], [-1.40336, -3.69105, 2.32772], [-3.25608, -2.52702, 1.30734], [-3.29684, -3.79479, 0.05405], [-3.27145, -2.07662, -0.41512], [-1.07373, -2.60128, -1.85813], [-1.35577, -4.27355, -1.33971], [0.22366, -3.50781, -1.05599], [-1.96186, 3.33762, -1.97628], [-2.69428, 2.59451, -3.44096], [-1.14284, 1.99062, -2.79394], [-4.17215, 3.03495, -0.91067], [-4.81384, 1.40381, -0.58539], [-4.87447, 2.07930, -2.22932], [-3.65075, 0.29140, -3.32914], [-3.63844, -0.63390, -1.79579], [-2.11895, -0.34492, -2.68136], [-0.92522, -1.09392, 2.05350], [-0.62992, 0.01011, 2.19143], [-1.94790, -1.22129, 2.43676], [-0.20871, -1.61371, 2.70614], [-2.19262, 2.17686, 0.65508], [-1.33023, 2.04729, 1.36665], [-2.12818, 3.20223, 0.25474], [-3.11314, 2.04930, 1.24571], [3.80825, -1.18627, 3.11533], [3.49642, 0.22139, 3.05458], [3.31148, 0.96685, 4.27206], [2.16755, 0.46592, 1.93864], [2.54320, 1.31587, 1.01429], [1.35605, 1.82508, -0.20320], [3.96788, 1.58722, 0.87139], [4.66174, 2.10557, -0.22738], [6.05106, 2.18530, -0.16132], [6.72184, 1.73258, 0.98725], [6.02362, 1.13991, 2.05084], [4.64240, 1.06154, 1.96863], [4.11113, 2.47437, -1.09487], [6.61448, 2.61892, -0.98887], [7.79983, 1.83340, 1.05180], [6.52748, 0.74086, 2.92847]],
  "lowdin_charge": [-0.153, -0.423, 0.137, 0.715, 1.545, -0.225, -0.212, -0.637, -0.640, -0.030, -0.019, -0.039, -0.019, -0.024, -0.031, 0.100, 0.111, 0.092, 0.086, 0.112, 0.063, 0.059, 0.111, 0.091, 0.090, 0.114, 0.074, 0.093, 0.101, 0.110, 0.112, 0.077, 0.051, -0.142, 0.052, 0.112, 0.117, -0.111, 0.060, 0.112, 0.120, -0.260, 0.712, -0.237, -0.097, -0.728, 0.667, -0.256, -0.011, -0.019, 0.000, 0.010, -0.207, 0.115, 0.129, 0.128, 0.141],
  "energy_ev": -54633.4469,
  "e_lumo_ev": -9.006,
  "total_charge": 2,
  "gap_ev": 6.48
}